No. 1
Entry from the Open Molecules 2025 dataset: an isolated ion of composition C5H12N3S and charge +1 at a distorted geometry (ωB97M-V/def2-TZVPD).

Summary:
Highest occupied orbital energy: -11.99 eV
Kohn-Sham gap: 7.92 eV
Net charge: +1

```
21
Properties=species:S:1:pos:R:3:forces:R:3
S 3.16468 0.02843 0.69427 0.15 0.05 0.05
N -0.56125 0.87822 -0.37958 -1.64 1.91 -0.34
N 0.61702 0.90159 0.24198 1.66 -1.79 -0.21
N -1.03502 -0.25543 -0.86922 0.80 -1.40 0.59
C -0.32114 -1.79880 0.92865 -0.03 0.09 0.04
C -1.90726 -0.02978 -2.01180 -0.66 0.29 -0.77
C 0.76276 2.06119 1.09767 -0.05 0.66 0.41
C 1.58545 0.05220 0.01179 0.17 0.93 0.34
C -0.89465 -1.45657 -0.38636 -0.45 -0.24 -0.09
H -0.45741 -0.98951 1.64388 0.00 0.04 0.06
H 3.05190 1.07387 1.52554 -0.04 -0.02 -0.03
H -0.13182 2.66762 0.97391 0.08 -0.12 -0.03
H -1.36382 -2.24309 -0.95837 -0.07 0.07 -0.17
H 1.63391 2.64819 0.80735 0.00 -0.11 -0.05
H -2.90056 -0.42516 -1.81087 0.07 -0.01 0.09
H 0.84562 1.76328 2.14255 0.01 -0.11 -0.01
H -0.82222 -2.68804 1.30556 -0.01 -0.02 -0.04
H -1.50855 -0.51176 -2.90239 0.14 0.01 0.08
H 0.74637 -2.03278 0.88045 0.07 0.02 0.02
H 1.46074 -0.68865 -0.76135 -0.25 -0.09 0.00
H -1.96474 1.04499 -2.17367 0.03 -0.17 0.04
```
Positions in Å, forces in eV/Å.

No. 2
Entry from the Open Molecules 2025 dataset: a 2-piece molecular cluster, C5H12N4 overall at a distorted geometry (ωB97M-V/def2-TZVPD).

Summary:
Highest occupied orbital energy: -8.00 eV
SMILES string: [H]/N=C(\N)C=C.C=NNC
Kohn-Sham gap: 8.85 eV

```
21
Properties=species:S:1:pos:R:3:forces:R:3
N 0.22965 1.42465 2.30781 0.08 -0.07 -0.40
N 1.68011 0.75982 0.53850 0.16 0.16 -0.13
N -1.14069 -0.53274 -0.42667 -1.06 -1.23 -0.19
N -0.16717 -1.08289 -1.18356 0.37 0.22 0.09
C -1.92840 -1.22769 0.30313 0.89 0.14 -0.03
C -0.14101 2.25920 -0.93271 -1.92 -0.42 -0.39
C 0.31969 -2.42246 -0.92245 -0.10 0.14 0.23
C 0.51117 1.35352 1.05733 -1.03 -3.20 1.64
C -0.62499 1.54091 0.12868 2.77 3.94 -0.48
H 2.28497 0.35431 1.23969 -0.01 0.35 0.01
H -1.75290 -2.25892 0.58692 -0.13 -0.28 -0.31
H -0.46586 -3.15163 -1.12811 0.04 -0.02 0.02
H 2.18427 1.31633 -0.13323 0.06 0.03 -0.03
H 1.15347 -2.61166 -1.59306 0.01 -0.02 -0.04
H -1.51629 1.87375 0.63782 -0.26 -0.22 -0.09
H -2.75127 -0.71045 0.76325 -0.08 0.20 0.20
H 0.66634 -2.54670 0.11365 -0.08 -0.04 -0.04
H -0.76108 3.01738 -1.38044 -0.35 -0.10 -0.48
H 0.65184 1.91397 -1.57709 0.78 0.26 0.47
H 0.99173 1.13075 2.91738 0.25 0.39 -0.16
H 0.57642 -0.39946 -1.31686 -0.37 -0.23 0.09
```
Positions in Å, forces in eV/Å.

No. 3
Entry from the Open Molecules 2025 dataset: a 2-piece molecular cluster, C5H12N5 overall at a distorted geometry (ωB97M-V/def2-TZVPD).

Summary:
Highest occupied orbital energy (alpha / beta): -12.70 / -12.70 eV
Kohn-Sham gap (alpha / beta): 8.32 / 8.32 eV
Net charge: +1

```
22
Properties=species:S:1:pos:R:3:forces:R:3
N -1.17131 -0.35238 -1.26289 -0.40 1.88 -1.18
N 2.36600 -0.07368 -1.51949 1.31 -0.36 -0.51
N -0.49495 2.40142 0.55256 2.10 0.91 -0.32
N 0.90936 -0.96306 0.64742 3.81 2.92 -3.62
N 1.58602 0.76675 -0.74712 -2.37 1.91 0.65
C -1.00902 -0.90478 2.06489 2.75 -1.24 0.20
C 0.71122 0.28099 0.18888 1.22 -0.42 -0.82
C -1.32877 0.49795 1.71917 0.71 0.30 -2.79
C -0.33348 1.16300 0.75880 -0.20 0.21 0.36
C 0.15259 -1.53171 1.61323 -4.67 1.04 1.34
H 0.23665 -2.56311 1.76673 0.75 -1.21 0.51
H -1.29600 1.23152 2.46831 -0.52 0.43 1.76
H -2.23234 0.66957 1.12204 -0.51 -0.49 0.76
H -2.08188 -0.52775 -0.82653 0.41 -0.02 -0.66
H 1.26668 1.64680 -1.21857 0.50 -1.14 0.92
H -1.53796 -1.40116 2.88300 -0.07 0.07 -0.59
H -0.75333 -1.19539 -1.60971 -0.19 -0.46 -0.27
H 2.36783 0.28538 -2.50084 0.11 -0.70 1.18
H 1.79625 -1.26126 0.08244 -2.19 -0.95 1.76
H 3.33396 -0.05874 -1.14107 -0.71 0.15 -0.70
H 0.33451 2.93066 0.11868 -1.64 -1.19 0.32
H -1.24954 0.35741 -2.06637 -0.19 -1.65 1.69
```
Positions in Å, forces in eV/Å.

No. 4
Entry from the Open Molecules 2025 dataset: an isolated ion of composition C5H12N5 and charge +1 at a distorted geometry (ωB97M-V/def2-TZVPD).

Summary:
Highest occupied orbital energy: -13.11 eV
SMILES string: N=C=N[NH2+][C@@H]1CNCCN1
Kohn-Sham gap: 9.96 eV
Net charge: +1

```
22
Properties=species:S:1:pos:R:3:forces:R:3
N 1.69889 0.51010 -0.77033 0.82 0.85 0.16
N -2.06717 0.60235 -0.71048 3.13 3.98 -0.79
N -0.05821 -0.71599 1.10501 -0.95 0.33 -0.86
N -3.76994 -0.97453 -0.30333 -0.42 -0.85 -0.65
N -0.98224 1.35578 -0.29259 -1.51 -0.25 2.64
C 1.26148 -0.92208 -0.93635 1.95 2.27 -0.50
C 0.00073 0.64651 0.92112 1.28 1.51 1.85
C -2.82303 -0.28533 -0.58302 -2.78 -1.98 1.42
C 1.43949 1.09396 0.55100 -0.62 0.75 -1.33
C 1.01773 -1.52523 0.38992 0.83 3.18 2.12
H -4.44392 -1.51476 -0.85373 0.77 0.32 0.40
H 1.61735 2.25107 0.37231 -0.54 -2.28 1.14
H -0.46595 1.59809 -1.09671 1.22 0.34 -1.29
H 1.92647 -1.21445 1.01812 -0.94 -1.58 -0.83
H 2.10666 0.61956 1.29463 -0.30 0.96 0.20
H 0.42735 -0.87473 -1.57842 -1.30 -0.39 -0.63
H 2.08477 -1.31122 -1.51815 0.01 -1.00 0.11
H -1.23473 2.25763 0.26441 -0.24 -1.76 -1.68
H -0.35816 1.30695 1.78402 0.05 -1.42 -0.95
H 2.71489 0.69886 -0.88034 -1.00 -0.85 -0.59
H 0.85715 -2.54763 0.32467 -0.59 -1.81 0.48
H -0.94963 -1.05489 1.49823 1.11 -0.34 -0.44
```
Positions in Å, forces in eV/Å.

No. 5
Entry from the Open Molecules 2025 dataset: a 2-piece molecular cluster, C5H12NO overall at a distorted geometry (ωB97M-V/def2-TZVPD).

Summary:
Highest occupied orbital energy: -2.25 eV
Kohn-Sham gap: 6.46 eV
Net charge: -1

```
19
Properties=species:S:1:pos:R:3:forces:R:3
O -0.49095 0.23694 -1.90174 -0.14 0.30 -0.53
N 0.85968 0.77730 0.22208 -0.32 0.56 0.56
C -1.11215 1.20592 1.55963 -0.66 0.24 0.33
C -0.45892 -2.10851 -1.34539 0.04 -0.45 -0.65
C -0.12168 -1.02110 -2.36560 -0.28 0.33 0.41
C 0.19924 0.90802 1.40501 1.03 -1.10 -0.56
C 1.01488 0.48258 2.63782 -0.97 0.63 -0.19
H 0.06772 -2.00391 -0.39990 0.04 0.26 0.00
H -1.76350 1.47621 0.73910 0.17 -0.08 -0.21
H 0.93550 -1.05803 -2.66935 0.15 -0.10 0.15
H 0.45448 0.76901 3.53246 0.24 -0.12 0.14
H -1.53442 -2.07454 -1.17128 -0.01 -0.01 0.19
H 1.15517 -0.59696 2.62095 0.16 -0.06 0.02
H -0.70363 -1.19907 -3.27739 0.01 -0.18 -0.09
H 1.83346 0.59763 0.41372 0.27 -0.05 -0.10
H -1.60205 1.08152 2.51897 0.16 0.13 0.11
H -0.21616 -3.09099 -1.77558 -0.03 -0.03 0.12
H 0.09395 0.51236 -1.09471 0.01 -0.16 0.18
H 1.97372 1.00042 2.62441 0.14 -0.09 0.10
```
Positions in Å, forces in eV/Å.

No. 6
Entry from the Open Molecules 2025 dataset: an isolated ion of composition C5H12NO and charge -1 at a distorted geometry (ωB97M-V/def2-TZVPD).

Summary:
Highest occupied orbital energy: -2.35 eV
SMILES string: CC(C)[C@H](N)C[O-]
Kohn-Sham gap: 6.49 eV
Net charge: -1

```
19
Properties=species:S:1:pos:R:3:forces:R:3
O -0.48242 -0.96436 -2.33969 -0.25 0.25 0.46
N -0.30567 1.47003 -0.71413 0.79 -1.14 1.07
C -1.21200 -1.05034 0.54442 -0.79 0.58 1.32
C 0.18174 -0.47292 0.72078 0.36 1.36 0.56
C 0.62426 0.33136 -0.52668 -0.26 -1.17 0.10
C 0.68339 -0.53191 -1.81966 0.03 -0.13 -0.79
C 0.22759 0.57856 1.90218 0.05 -1.42 -0.15
H 0.21415 2.31264 -0.88341 -0.45 0.09 -0.86
H 0.12182 0.13330 2.89152 -0.12 -0.36 0.13
H -0.64764 1.18743 1.72828 0.08 0.62 0.07
H -0.98196 1.08885 -1.37063 0.15 0.78 -0.66
H 1.67678 0.60202 -0.34253 -0.28 0.60 0.01
H 0.88750 -1.30359 0.85256 0.08 0.19 0.15
H -1.21848 -1.64150 -0.37876 -0.41 -0.20 0.42
H -1.95042 -0.23949 0.47507 0.30 0.20 -0.74
H 1.20385 0.16690 -2.51644 0.34 0.20 -0.29
H 1.43375 -1.37100 -1.69564 -0.06 0.27 0.47
H -1.61581 -1.45786 1.51581 0.76 -0.69 -0.87
H 1.15958 1.16189 1.95694 -0.33 -0.01 -0.40
```
Positions in Å, forces in eV/Å.

No. 7
Entry from the Open Molecules 2025 dataset: an isolated ion of composition C5H12NO and charge -1 at a distorted geometry (ωB97M-V/def2-TZVPD).

Summary:
Highest occupied orbital energy: -2.26 eV
SMILES string: CCN[C@H](C)C[O-]
Kohn-Sham gap: 6.14 eV
Net charge: -1

```
19
Properties=species:S:1:pos:R:3:forces:R:3
O 2.49666 0.57766 1.48370 0.26 0.19 0.04
N -0.55721 -0.82762 -0.03006 -0.37 -0.18 -0.76
C 0.71616 -0.12249 -0.00602 0.05 1.06 0.11
C 1.64978 -0.50746 -1.13960 0.71 -0.67 0.69
C -1.83241 -0.13013 0.12911 0.33 -0.09 0.26
C -1.82693 1.27136 -0.45363 -0.33 -0.45 -1.21
C 1.45795 -0.22766 1.34831 -0.12 -0.71 0.24
H 0.63912 -0.12964 2.11751 -0.18 0.32 0.11
H 2.60920 -0.01252 -0.93659 -0.19 -0.01 -0.06
H 1.33044 -0.27974 -2.14888 -0.38 0.10 -0.21
H -2.58723 -0.71358 -0.40601 -0.12 -0.04 0.02
H 0.54424 0.95712 -0.09085 -0.14 -0.13 -0.03
H -1.23860 1.22820 -1.36983 0.40 0.15 0.04
H 1.69034 -1.34260 1.46644 0.10 -0.02 -0.18
H -1.43907 2.04539 0.18437 0.14 0.22 0.28
H 1.84068 -1.59111 -1.05163 -0.06 0.16 -0.25
H -2.80652 1.54211 -0.85818 -0.24 0.10 0.58
H -2.14028 -0.11060 1.18087 -0.12 0.19 0.12
H -0.54631 -1.62669 0.58096 0.26 -0.18 0.21
```
Positions in Å, forces in eV/Å.

No. 8
Entry from the Open Molecules 2025 dataset: C5H12NO as an isolated structure at a distorted geometry (ωB97M-V/def2-TZVPD).

Summary:
Highest occupied orbital energy: -2.10 eV
Kohn-Sham gap: 5.52 eV
Net charge: -1

```
19
Properties=species:S:1:pos:R:3:forces:R:3
O -2.35297 1.15089 1.60550 -0.33 -0.14 -0.36
N 2.18115 0.68522 -1.04958 -0.57 -0.08 0.31
C -1.57218 0.20365 -0.41607 -0.95 -2.13 0.32
C -2.50766 1.16256 0.28127 0.67 0.36 1.00
C 0.11949 -1.66770 -0.34608 1.25 -0.14 0.16
C 2.70992 0.30406 0.22569 -0.22 -0.86 1.13
C -0.79867 -0.73649 0.31997 -2.07 0.08 -0.97
H 2.24349 0.72158 1.14214 0.05 0.76 -0.21
H 0.61527 -2.31763 0.37001 -0.32 -0.29 0.11
H 3.80259 0.45025 0.38022 -0.17 -0.13 -0.17
H 2.49193 -0.76676 0.52247 0.65 -0.05 -0.44
H -1.70495 -0.01766 -1.47729 0.92 0.78 -0.18
H -2.25216 2.14891 -0.19387 -0.20 -0.05 -0.14
H 1.49958 1.40911 -0.81477 0.07 0.18 -0.43
H -3.52136 0.92344 -0.12212 -0.07 -0.16 -0.11
H -1.13148 -0.83124 1.34762 0.56 0.63 0.32
H -0.50837 0.51303 0.16878 1.33 0.58 -0.12
H -0.29555 -2.24621 -1.17067 -0.30 0.12 0.04
H 0.98195 -1.08903 -0.77323 -0.33 0.53 -0.27
```
Positions in Å, forces in eV/Å.

Please write out number 2 again, unchanged.
Entry from the Open Molecules 2025 dataset: a 2-piece molecular cluster, C5H12N4 overall at a distorted geometry (ωB97M-V/def2-TZVPD).

Summary:
Highest occupied orbital energy: -8.00 eV
SMILES string: [H]/N=C(\N)C=C.C=NNC
Kohn-Sham gap: 8.85 eV

```
21
Properties=species:S:1:pos:R:3:forces:R:3
N 0.22965 1.42465 2.30781 0.08 -0.07 -0.40
N 1.68011 0.75982 0.53850 0.16 0.16 -0.13
N -1.14069 -0.53274 -0.42667 -1.06 -1.23 -0.19
N -0.16717 -1.08289 -1.18356 0.37 0.22 0.09
C -1.92840 -1.22769 0.30313 0.89 0.14 -0.03
C -0.14101 2.25920 -0.93271 -1.92 -0.42 -0.39
C 0.31969 -2.42246 -0.92245 -0.10 0.14 0.23
C 0.51117 1.35352 1.05733 -1.03 -3.20 1.64
C -0.62499 1.54091 0.12868 2.77 3.94 -0.48
H 2.28497 0.35431 1.23969 -0.01 0.35 0.01
H -1.75290 -2.25892 0.58692 -0.13 -0.28 -0.31
H -0.46586 -3.15163 -1.12811 0.04 -0.02 0.02
H 2.18427 1.31633 -0.13323 0.06 0.03 -0.03
H 1.15347 -2.61166 -1.59306 0.01 -0.02 -0.04
H -1.51629 1.87375 0.63782 -0.26 -0.22 -0.09
H -2.75127 -0.71045 0.76325 -0.08 0.20 0.20
H 0.66634 -2.54670 0.11365 -0.08 -0.04 -0.04
H -0.76108 3.01738 -1.38044 -0.35 -0.10 -0.48
H 0.65184 1.91397 -1.57709 0.78 0.26 0.47
H 0.99173 1.13075 2.91738 0.25 0.39 -0.16
H 0.57642 -0.39946 -1.31686 -0.37 -0.23 0.09
```
Positions in Å, forces in eV/Å.

Q: What is the formula in the third record?
A: C5H12N5